Record 1
The following is a quantum chemistry calculation of one molecule with the formula CH3BrClOP at a distorted geometry, from the Open Molecules 2025 dataset.

CARTESIAN COORDINATES (ANGSTROEM)
C  -0.95211  0.17529  -0.21806
O  0.82051  -0.09946  1.88791
P  0.68470  -0.10548  0.44535
Cl  1.35226  -2.18387  -0.70831
Br  1.99250  1.30599  -0.52429
H  -0.95749  0.18815  -1.20932
H  -1.63927  -0.43821  0.21737
H  -1.30110  1.15759  0.10936

Properties
Multiplicity: 1
Relative energy (zero: lowest compared OMol25 entry of this formula, charge and spin) in kcal per mole: 21.14
Largest force on an atom in hartree/bohr: 0.084
Orbital gap in Eh: 0.3644
SMILES: C[P@@](=O)(Cl)Br
Energy in a.u.: -3490.74465
Total charge: 0

---

Record 2
The following is a quantum chemistry calculation of one molecule with the formula C5H9F at a distorted geometry, from the Open Molecules 2025 dataset.

CARTESIAN COORDINATES (ANGSTROEM)
C  -1.51545  0.40257  -0.57523
C  -0.58906  -0.22551  0.38225
C  0.50208  -1.12912  -0.25918
C  1.47385  0.02681  -0.17727
C  0.55867  0.67415  0.87478
H  -2.31115  -0.22014  -0.96005
H  -1.04165  0.81127  -1.42298
H  -1.14734  -0.76818  1.12881
H  0.22473  -1.57496  -1.19207
H  0.69426  -1.99070  0.40600
H  1.54777  0.63134  -1.08680
H  2.48817  -0.24818  0.12179
H  0.77623  0.39579  1.92112
H  0.46253  1.71528  0.79716
F  -2.12363  1.49959  0.04167

Properties
Multiplicity: 1
Relative energy (zero: lowest compared OMol25 entry of this formula, charge and spin) in kcal per mole: 14.67
Largest force on an atom in hartree/bohr: 0.031
Orbital gap in Eh: 0.4408
SMILES: FCC1CCC1
Energy in a.u.: -295.73674
Total charge: 0

---

Record 3
The following is a quantum chemistry calculation of a 2-piece molecular cluster, C5H7N4 overall at a distorted geometry, from the Open Molecules 2025 dataset.

CARTESIAN COORDINATES (ANGSTROEM)
C  2.50059  -0.36449  -0.05971
C  1.26392  1.38373  0.02493
C  1.20952  -0.82397  -0.03236
C  0.27916  -1.88125  0.01627
C  -0.91386  -0.07962  0.17306
N  2.48652  1.00847  0.01576
N  -0.98789  -1.46003  0.09410
N  0.39111  0.34197  -0.00681
N  -2.11375  0.68365  -0.41305
H  3.35285  -0.98821  -0.08322
H  1.09006  2.53274  -0.11180
H  0.42803  -2.91181  -0.15646
H  -1.70535  0.44361  2.07706
H  -1.86479  1.04442  -1.38536
H  -2.76553  1.25512  0.16925
H  -2.65060  -0.18432  -0.32166

Properties
Multiplicity: 1
Relative energy (zero: lowest compared OMol25 entry of this formula, charge and spin) in kcal per mole: 103.15
Largest force on an atom in hartree/bohr: 0.081
Orbital gap (alpha / beta) in Eh: 0.2650 / 0.2836
Energy in a.u.: -413.30101
Total charge: +1